ORCA calculation (ωB97M-V/def2-TZVPD) on a gas-phase ion, C6H10N (charge +1) at a distorted geometry.

Properties
Net charge: +1
Multiplicity: 1
Total energy, eV: -7860.29294
HOMO, eV: -15.23
Energy relative to the best compared isomer or geometry (same formula, charge and spin), kJ/mol: 584.2
E_LUMO, eV: -5.4564
HOMO-LUMO gap, eV: 9.770

Geometry as XYZ:
```
17
Properties=species:S:1:pos:R:3:forces:R:3:lowdin_charge:R:1
C 0.59179 -0.87511 1.42840 -0.344 1.396 -2.844 -0.2683
C 0.93775 -1.07852 2.61990 0.473 -0.463 1.702 0.2915
C 1.12868 0.01354 0.25131 2.103 -0.077 0.801 -0.2277
C 1.37497 1.43628 0.34665 1.572 3.154 1.608 -0.0348
C -1.42644 0.19214 0.49597 -2.311 -0.726 1.125 0.0284
C -0.37954 -1.77008 -0.73121 -0.132 3.986 -1.325 0.1177
N -0.17558 -0.53381 0.24057 -0.050 -4.216 -0.474 -0.1899
H 2.01280 -0.41712 -0.26863 -1.480 -0.771 -0.081 0.1867
H 0.46321 2.10980 0.54976 1.564 -1.048 -0.391 0.1215
H 2.01856 1.78000 -0.53608 -1.388 -0.327 0.971 0.1238
H 2.14502 1.55289 1.23099 -1.616 0.066 -1.513 0.1510
H -1.59835 0.76428 -0.39371 -0.288 0.818 -0.115 0.1053
H -2.30299 -0.57085 0.57077 1.795 1.042 -0.223 0.1542
H -1.46460 0.72358 1.49779 0.586 -0.330 -1.574 0.1476
H -0.82638 -1.33516 -1.64427 0.124 -0.195 0.498 0.1293
H 0.46514 -2.31949 -1.01420 1.791 -0.211 0.197 0.0996
H -1.03422 -2.36063 -0.25153 -2.400 -2.097 1.635 0.0641
```
Positions in Å, forces in eV/Å.